This record from the OMol25 dataset describes C20H41CoN2P3Se as an isolated structure in a non-equilibrium geometry. The level of theory is the ωB97M-V functional and the def2-TZVPD basis.

LUMO (alpha / beta): -9.5 / -12.1 eV
2S+1: 5
Highest occupied orbital energy (alpha / beta): -16.99 / -17.56 eV
Total charge: +3
E: -155195.842 eV
⟨S²⟩: 6.0394

```
68
Properties=species:S:1:pos:R:3:mulliken_charge:R:1
Co -0.27524 -0.47720 0.52040 0.476
P -1.46052 -0.60999 2.40444 0.655
P 0.93426 -2.21045 0.38358 0.777
P -1.90360 -0.86907 -0.71730 0.728
H 0.78616 1.94371 -0.23342 0.570
C -0.29632 1.79619 -0.27015 -1.244
C -1.02371 2.00717 0.87615 -0.956
H -0.50196 2.29236 1.79628 0.340
C -1.00397 0.09516 4.05629 -1.334
C -1.69503 -2.37732 2.91397 -1.245
C -3.20329 -0.00491 2.43451 -1.311
C 2.13587 -2.08748 -0.99436 -1.281
C 2.06311 -2.86752 1.67609 -1.487
C 0.05505 -3.79200 -0.01494 -1.290
C -3.15636 0.42929 -1.01988 -1.385
C -3.02308 -2.28137 -0.33568 -1.250
C -1.40268 -1.25693 -2.43275 -0.727
H -0.74676 1.80399 -1.26662 0.766
H -2.10997 2.11679 0.85122 0.560
H -0.74637 1.15399 3.95906 0.328
H -0.16558 -0.44166 4.51687 0.418
H -1.87776 0.00297 4.71555 0.550
H -0.71784 -2.86585 3.06078 0.265
H -2.26400 -2.94008 2.15955 0.367
H -2.24662 -2.39050 3.86127 0.527
H -3.22479 1.06189 2.18758 0.372
H -3.58008 -0.13633 3.45409 0.600
H -3.86586 -0.54278 1.74372 0.335
H 2.85840 -2.90661 -1.03382 0.571
H 2.69196 -1.14960 -0.87096 0.351
H 1.59881 -2.04929 -1.94642 0.232
H 2.69517 -3.66979 1.28158 0.540
H 1.51784 -3.26481 2.53482 0.342
H 2.72565 -2.07338 2.02439 0.491
H 0.76812 -4.62062 -0.12259 0.546
H -0.51496 -3.71999 -0.94669 0.328
H -0.63287 -4.05025 0.79769 0.367
H -3.81552 0.05412 -1.81276 0.545
H -2.69692 1.36562 -1.34246 0.394
H -3.75156 0.62181 -0.12150 0.345
H -3.69356 -2.39546 -1.19820 0.527
H -3.63266 -2.10597 0.55739 0.395
H -2.47270 -3.21987 -0.20071 0.311
H -2.31157 -1.25328 -3.05178 0.556
H -0.91166 -2.23918 -2.49750 0.213
H -0.69907 -0.50103 -2.81511 0.041
C 1.80133 2.21417 -3.98886 0.620
C 1.28043 3.34233 -3.33748 -0.100
C 1.26985 4.59442 -3.95511 -0.655
C 1.81245 4.75123 -5.23972 -0.350
C 2.38806 3.65413 -5.88872 -0.589
C 2.39738 2.39331 -5.26977 -0.493
Se 1.58669 0.53443 -3.02741 0.369
H 1.07062 0.49177 -1.49863 -0.108
H 0.86798 3.20130 -2.33676 0.314
H 0.83335 5.44079 -3.42413 0.419
H 1.78500 5.72917 -5.71934 0.441
H 2.82754 3.79678 -6.87959 0.412
H 2.86047 1.54282 -5.77423 0.424
N 2.02427 -0.11861 3.15426 -0.220
C 2.90879 0.66422 3.81080 -0.253
C 2.97583 1.83884 3.07260 -1.077
C 2.09313 1.67241 2.00675 -0.455
N 1.52098 0.45516 2.03622 0.424
H 1.66700 -1.01969 3.48848 0.187
H 3.41985 0.33625 4.70895 0.499
H 3.57075 2.70748 3.27621 0.467
H 1.83227 2.40282 1.26385 0.507
```



This record from the OMol25 dataset describes C20H41IO19V as an isolated structure in a non-equilibrium geometry. The level of theory is the ωB97M-V functional and the def2-TZVPD basis.

Energy relative to the best compared isomer or geometry (same formula, charge and spin): 11.45 kcal per mole
LUMO (alpha / beta): 0.5 / 0.5 eV
2S+1: 4
Highest occupied orbital energy (alpha / beta): -7.32 / -7.55 eV
E: -94093.399 eV
⟨S²⟩: 3.7535

```
82
Properties=species:S:1:pos:R:3:mulliken_charge:R:1
V -0.90470 0.30633 0.23014 0.686
C -2.17103 -3.49429 2.56518 -1.155
C -2.88778 -2.33009 1.77479 -0.658
O -1.98470 -1.37085 1.22048 0.177
H -1.80669 -3.22279 3.55596 0.255
H -1.33830 -3.98523 2.06156 0.109
H -2.88598 -4.27330 2.82994 0.428
H -3.56310 -1.79047 2.43876 0.207
H -3.56542 -2.82673 1.08035 0.246
I 0.68370 2.51287 -1.25425 -0.635
C 1.21720 -3.17812 1.52297 -0.383
O 1.85978 -3.11592 0.21947 -0.445
C 1.50794 -2.11120 -0.66112 0.525
O 0.64423 -1.26298 -0.48379 0.424
O 2.19401 -2.33150 -1.85267 -0.415
C 2.02224 -1.38659 -2.86784 -0.300
H 0.68928 -4.12131 1.66365 0.500
H 0.49971 -2.35848 1.48432 -0.307
H 1.88720 -3.01178 2.36650 0.331
H 2.94724 -1.35545 -3.44360 0.360
H 1.79435 -0.42387 -2.41030 -0.191
H 1.21157 -1.61606 -3.55941 0.237
C 0.65500 -1.08282 4.12119 -0.729
O 1.87717 -0.79167 3.55294 -0.391
C 1.92681 -0.10223 2.40441 0.403
O 0.99388 0.28412 1.68975 0.177
O 3.24485 0.23103 2.16606 -0.451
C 3.56109 1.37118 1.38454 -0.254
H 0.58341 -2.17006 4.15079 0.344
H -0.28946 -0.77358 3.67345 0.135
H 0.77474 -0.83344 5.17550 0.383
H 4.60530 1.68042 1.43027 0.317
H 2.83596 2.16257 1.57428 0.204
H 3.53177 1.02360 0.35186 -0.015
C 8.23572 -0.09874 -1.85465 -0.675
O 6.93824 0.16254 -1.45489 -0.285
C 6.21330 1.17728 -2.04946 0.601
O 6.50036 1.78647 -3.07162 -0.586
O 5.01305 1.00744 -1.60180 -0.120
C 3.97035 1.82718 -2.13128 -0.458
H 8.73101 -0.73519 -1.12136 0.237
H 8.71936 0.87176 -1.96566 0.298
H 8.40452 -0.40791 -2.88616 0.294
H 3.57538 2.56860 -1.43673 0.215
H 3.16421 1.12780 -2.35287 -0.006
H 4.19090 2.49045 -2.96766 0.379
C -5.09017 -0.16039 -0.72483 -0.547
O -4.91970 1.21307 -1.17889 -0.443
C -3.70621 1.83651 -1.22495 0.428
O -2.57054 1.41237 -0.81118 0.144
O -3.97205 3.00442 -1.89610 -0.403
C -2.97389 3.80716 -2.35273 -0.387
H -5.03157 -0.81936 -1.59110 0.247
H -6.14413 -0.31344 -0.49278 0.360
H -4.40118 -0.52694 0.03611 0.126
H -3.41290 4.63738 -2.90598 0.240
H -2.41409 3.29842 -3.13753 0.127
H -2.38038 4.31725 -1.59401 0.233
C -2.07181 0.87737 -4.35609 -0.571
O -2.44019 -0.47646 -4.07309 -0.454
C -2.21178 -0.98984 -2.87731 0.409
O -1.37042 -0.72688 -2.03757 0.107
O -2.96815 -2.08511 -2.80681 -0.438
C -2.76902 -3.10517 -1.83902 -0.278
H -1.05711 1.16521 -4.08108 0.264
H -2.75070 1.65745 -4.01160 0.158
H -2.14629 0.80684 -5.44126 0.378
H -3.66756 -3.61011 -1.48438 0.326
H -2.31162 -2.69269 -0.93971 -0.299
H -2.12298 -3.88770 -2.23700 0.351
C 0.40177 3.07116 3.59385 -0.270
O -0.99056 2.97319 3.82158 -0.427
C -1.77803 2.14697 3.08142 0.493
O -1.50027 1.55108 1.99631 -0.295
O -3.06655 2.18675 3.60378 -0.389
C -3.90906 1.21141 3.07126 -0.211
H 0.51815 3.51717 2.60611 0.262
H 0.86102 2.10313 3.79410 0.004
H 0.81370 3.68368 4.39587 0.316
H -3.92032 1.32033 1.98678 -0.045
H -4.91633 1.35740 3.46138 0.336
H -3.61644 0.20920 3.38438 0.138
```



This record from the OMol25 dataset describes C20H41N2OP2STm as an isolated structure in a non-equilibrium geometry. The level of theory is the ωB97M-V functional and the def2-TZVPD basis.

Energy relative to the best compared isomer or geometry (same formula, charge and spin): 7.72 kcal per mole
LUMO (alpha / beta): -6.8 / -6.8 eV
2S+1: 3
Highest occupied orbital energy (alpha / beta): -14.27 / -14.28 eV
Total charge: +2
E: -85359.902 eV
⟨S²⟩: 2.0028

```
68
Properties=species:S:1:pos:R:3:mulliken_charge:R:1
Tm 0.21681 0.32270 -0.11282 -0.259
P -1.73992 -0.01384 -2.02620 0.978
P 1.52995 -0.88109 1.99315 0.969
N -1.42258 -0.68333 1.00542 0.061
C -3.14149 -0.41923 -0.89006 -0.843
H -3.96396 0.29307 -1.08198 0.376
H -3.50821 -1.42041 -1.13076 0.471
C -2.85310 -0.53013 0.62395 -1.006
H -3.29103 0.35950 1.15862 0.340
H -3.48154 -1.38585 0.98960 0.422
C -1.35309 -0.92749 2.46980 -1.041
H -2.01978 -1.77229 2.78784 0.410
H -1.77845 -0.04195 3.01942 0.358
C 0.04613 -1.26578 3.03059 -0.833
H -0.01138 -2.34930 3.16462 0.468
H 0.19039 -0.81397 4.02862 0.383
C 2.42609 0.49338 2.93682 0.409
C 3.40797 1.24886 2.03410 -0.960
H 3.94086 1.99332 2.63850 0.458
H 2.88785 1.80282 1.23547 0.047
H 4.15537 0.58670 1.57714 0.183
C 2.57884 -2.40519 1.99763 0.457
C 3.90174 -2.21572 1.23284 -1.361
H 4.37445 -3.19936 1.10008 0.464
H 4.61078 -1.58027 1.77658 0.275
H 3.74281 -1.79552 0.22861 0.178
C -1.81411 -1.24031 -3.40660 0.447
C -0.74514 -0.98487 -4.48618 -1.362
H -0.71394 -1.85223 -5.16141 0.462
H 0.26092 -0.87470 -4.05420 0.186
H -0.97010 -0.10085 -5.09480 0.275
C -2.14917 1.70708 -2.69607 0.416
C -0.90946 2.39403 -3.28091 -0.983
H -1.20874 3.36035 -3.70535 0.457
H -0.43889 1.80534 -4.07950 0.183
H -0.15525 2.60828 -2.50590 0.061
C 1.93079 -0.57872 -1.67027 0.314
C 2.79849 -3.05553 3.36509 -1.383
H 3.46125 -2.47357 4.00357 0.231
H 1.85273 -3.22379 3.89472 0.308
H 3.26651 -4.03480 3.21359 0.465
C -3.19829 -1.46583 -4.01960 -1.390
H -3.14559 -2.33405 -4.68618 0.471
H -3.95321 -1.68587 -3.25469 0.305
H -3.53491 -0.61808 -4.61397 0.231
C -3.35621 1.74855 -3.62747 -1.729
H -3.64298 2.79667 -3.77069 0.507
H -3.12653 1.34338 -4.61689 0.291
H -4.22921 1.22991 -3.21442 0.363
C 3.04351 0.04941 4.25876 -1.725
H 3.95502 -0.53648 4.11046 0.294
H 3.32870 0.94503 4.82261 0.504
H 2.34428 -0.51593 4.88564 0.361
H 1.58743 1.17758 3.16399 0.405
H -2.41821 2.23985 -1.76508 0.401
H 1.96314 -3.10204 1.40064 0.413
H -1.52910 -2.17602 -2.89196 0.420
O 2.76611 -0.91995 -2.41638 -0.217
H -0.78577 -1.35897 0.38221 0.074
H 0.03045 -1.50684 -0.39085 0.278
S 1.02792 4.55721 0.17904 -0.048
C -0.35417 4.46201 1.27027 -0.616
C -0.83524 3.15685 1.36482 -0.381
N -0.05468 2.30805 0.54706 0.458
C 0.96964 2.89923 -0.14625 -0.507
H -0.77229 5.28146 1.79187 0.478
H -1.65057 2.77140 1.93223 0.500
H 1.65937 2.39812 -0.81853 0.375
```



This record from the OMol25 dataset describes C20H41N2P3SV as an isolated structure in a non-equilibrium geometry. The level of theory is the ωB97M-V functional and the def2-TZVPD basis.

Energy relative to the best compared isomer or geometry (same formula, charge and spin): 17.29 kcal per mole
LUMO (alpha / beta): -9.4 / -9.0 eV
2S+1: 3
Highest occupied orbital energy (alpha / beta): -16.37 / -16.37 eV
Total charge: +3
E: -88748.389 eV
⟨S²⟩: 2.0261

```
68
Properties=species:S:1:pos:R:3:mulliken_charge:R:1
V 1.38575 -0.80781 -0.40140 -0.432
P 2.71216 0.71820 0.60666 1.389
P -0.64983 -0.43483 0.63753 1.753
P -2.08356 2.68241 -3.47687 1.214
H 1.09767 -0.94980 -4.02978 0.674
C 0.79886 -0.30001 -3.19345 -1.376
C 1.89304 -0.33131 -2.12985 -0.627
H 2.51656 -1.26365 -2.17870 0.429
C 4.07994 -0.16360 1.43950 -1.553
C 2.02136 1.81012 1.89565 -1.315
C 3.65218 1.91045 -0.41692 -1.457
C -2.08669 -1.50733 0.26698 -1.161
C -0.35906 -0.86822 2.40359 -1.395
C -1.42775 1.21185 0.70395 -1.176
C -2.13430 3.59039 -5.02906 -1.180
C -0.77192 3.34238 -2.43158 -0.875
C -3.68528 2.85883 -2.66931 -1.221
H 0.73464 0.71766 -3.61871 0.609
H 2.55038 0.54372 -2.23547 0.671
H 4.60409 -0.79777 0.71269 0.350
H 3.68568 -0.79732 2.24376 0.396
H 4.78260 0.57039 1.85264 0.509
H 1.39097 1.25251 2.59698 0.370
H 1.41886 2.59646 1.42419 0.379
H 2.85853 2.26557 2.43968 0.461
H 4.27366 1.37603 -1.14577 0.493
H 4.30039 2.50751 0.23932 0.446
H 2.96548 2.57670 -0.95392 0.374
H -3.01016 -0.93446 0.42424 0.459
H -2.08201 -2.37076 0.94512 0.449
H -2.05717 -1.85618 -0.77301 0.195
H -1.07559 -0.31555 3.02497 0.447
H 0.66136 -0.63715 2.73166 0.312
H -0.52397 -1.94618 2.52940 0.438
H -2.14226 1.23616 1.53894 0.537
H -1.96122 1.39266 -0.23913 0.030
H -0.67426 1.99494 0.85252 0.283
H -2.96873 4.30558 -5.02023 0.393
H -2.28159 2.87909 -5.85149 0.426
H -1.19426 4.13493 -5.18797 0.406
H -0.93678 4.41463 -2.24961 0.482
H 0.19300 3.21262 -2.94075 0.403
H -0.73212 2.81306 -1.46990 0.026
H -4.23239 3.70320 -3.11209 0.381
H -3.57005 3.02691 -1.59010 0.393
H -4.26291 1.93864 -2.83052 0.418
C -0.95226 -2.42894 -3.04237 0.193
C -2.14543 -3.09608 -3.39187 -0.520
C -2.22273 -4.48555 -3.31212 -0.705
C -1.11785 -5.23004 -2.87588 -0.639
C 0.06826 -4.57111 -2.53403 -0.664
C 0.17228 -3.18421 -2.68670 -0.430
S -1.06449 -0.64184 -3.10750 0.110
H -1.78540 1.26970 -3.66144 -0.141
H -2.98501 -2.49191 -3.73204 0.454
H -3.14846 -4.98543 -3.59433 0.437
H -1.17233 -6.31595 -2.81130 0.449
H 0.93591 -5.14347 -2.20236 0.522
H 1.15017 -2.70947 -2.59520 0.458
N 0.81610 -3.57766 0.39114 0.074
C 1.26246 -4.60441 1.13792 -0.226
C 2.61705 -4.38028 1.34394 -1.077
C 2.94896 -3.21602 0.63923 -0.558
N 1.82387 -2.69214 0.09846 0.370
H -0.11108 -3.52702 -0.02500 0.003
H 0.60719 -5.38350 1.47581 0.546
H 3.28715 -4.96618 1.93187 0.495
H 3.91022 -2.75867 0.49049 0.622
```